{
  "formula": "C6H11N2O",
  "method": "ωB97M-V with the def2-TZVPD basis set",
  "species": ["H", "H", "C", "N", "H", "H", "C", "H", "O", "C", "N", "C", "H", "H", "C", "H", "H", "H", "H", "C"],
  "coordinates": [[0.782450, 2.289839, 1.615740], [1.637016, -2.995860, -0.819746], [0.368604, -0.239528, 0.863591], [0.042626, 1.032612, -1.313296], [1.096116, -0.277448, 1.592128], [0.251394, 0.288616, -1.955199], [0.261821, 0.969048, -0.104078], [0.032073, 3.184065, 0.052083], [-4.078133, 2.448059, -0.045612], [1.734236, -2.034433, -0.222002], [0.434980, -1.432261, 0.022644], [-3.261853, 1.745515, 0.247050], [2.506170, -1.418934, -0.723763], [2.192975, -2.335521, 0.745278], [-0.579939, -1.716453, -0.790682], [-0.340213, -2.373699, -1.601444], [-0.891439, 2.131741, 1.283358], [-1.637687, -1.413776, -0.847535], [-0.668409, -0.112757, 1.282672], [0.117216, 2.261166, 0.718809]],
  "forces_ev_per_a": [[0.1, 0.4, -1.1], [-0.1, 1.3, 0.7], [-3.2, -0.2, -2.4], [0.4, 0.5, -1.4], [1.6, 0.3, 1.5], [-0.3, -0.9, -0.1], [0.4, 2.1, 2.5], [0.5, -1.4, 1.2], [-0.5, 0.4, -0.2], [1.5, -2.1, 0.0], [-2.9, 0.0, -1.9], [0.4, -0.5, 0.1], [-0.9, 0.3, 0.2], [-0.5, 0.3, -0.5], [2.0, 0.1, 0.7], [0.2, -0.6, -0.1], [1.3, 0.4, -1.1], [0.8, 0.6, 1.1], [1.0, -0.8, 0.2], [-1.8, -0.2, 0.9]],
  "total_charge": 1,
  "lumo_ev": [-5.27, -5.27],
  "total_energy_ha": -419.63421,
  "de_lowest_kcal_mol": 77.0,
  "max_force_ev_per_a": 4.02
}



{
  "formula": "C6H11N2O",
  "method": "ωB97M-V with the def2-TZVPD basis set",
  "species": ["H", "H", "H", "H", "H", "C", "C", "H", "C", "H", "H", "N", "H", "H", "O", "C", "H", "C", "C", "N"],
  "coordinates": [[3.010652, -1.888346, 0.625704], [-0.147876, 0.936417, 1.788542], [-3.283810, 0.329680, 0.354727], [-1.351047, -1.068963, 1.148134], [0.198466, 1.470895, -1.348754], [-2.553729, -0.003483, -0.289621], [-0.580139, 1.088283, 0.822734], [-2.650433, -0.977141, -0.674924], [-1.318287, -0.256430, 0.453869], [-1.145812, 1.993848, 0.982102], [-0.361203, -0.861425, -1.543783], [2.010529, -1.806563, 0.381107], [-2.321710, 0.730961, -1.136141], [1.787390, -2.809430, 0.484332], [2.765602, 1.217262, -0.066192], [0.277730, 0.928964, -0.443731], [2.822170, 1.748260, -0.893769], [1.328383, -0.768739, 0.001779], [-0.140566, -0.516515, -0.541344], [1.653692, 0.512456, -0.104774]],
  "forces_ev_per_a": [[-0.5, 1.7, -0.3], [1.5, 0.1, 0.3], [-2.0, 0.6, 1.0], [-0.5, 0.0, 1.0], [-0.2, 1.2, -0.5], [2.2, 0.4, -2.5], [-1.3, -0.3, 0.4], [-1.7, -1.1, -1.1], [2.8, 1.2, 0.2], [-0.6, 0.1, -0.5], [0.3, -0.6, 0.0], [2.4, -2.8, 1.0], [-0.7, -0.9, 1.1], [-1.6, 1.2, -0.6], [1.7, 0.9, 0.4], [0.8, 0.4, 1.4], [-0.1, -0.5, 0.5], [-0.9, 0.1, -1.0], [1.1, -0.2, 0.8], [-2.6, -1.4, -1.4]],
  "total_charge": 1,
  "lumo_ev": -3.07,
  "total_energy_ha": -419.58660,
  "de_lowest_kcal_mol": 106.9,
  "max_force_ev_per_a": 3.82
}



{
  "formula": "C6H11N2O",
  "method": "ωB97M-V with the def2-TZVPD basis set",
  "species": ["H", "C", "O", "H", "C", "H", "H", "N", "H", "C", "C", "H", "N", "H", "H", "H", "C", "C", "H", "H"],
  "coordinates": [[-2.166513, -2.185733, 4.488668], [0.326096, -0.680860, -0.720241], [-1.023043, -0.124003, 2.306522], [-1.379139, 0.783585, -2.002139], [-1.755305, -1.697688, 3.598811], [2.810579, 0.417588, -0.713856], [-1.307910, -3.085890, 2.000918], [0.628476, 0.434206, -1.288063], [1.852250, 2.003115, -0.741988], [-0.405157, 1.154798, -1.935853], [2.013754, 0.997183, -1.304684], [-0.644565, -0.908250, -0.796886], [-1.411500, -2.199368, 2.399912], [-0.640058, 2.127238, -1.589951], [2.402802, 1.172504, -2.253842], [-1.701838, 0.415743, 4.307425], [-1.011831, -1.204550, 1.614695], [-1.530407, -0.378194, 3.553153], [0.987353, -1.324405, -0.241983], [0.008960, 1.446927, -2.963399]],
  "forces_ev_per_a": [[0.3, -0.4, -0.9], [1.2, -1.3, 1.7], [0.3, 2.3, -1.0], [-1.0, -1.9, -0.2], [-0.8, 0.6, 2.9], [-1.7, 0.4, -0.8], [-0.5, -2.0, 0.2], [2.3, 2.0, -0.9], [0.8, -1.4, -1.1], [2.0, 2.3, -3.1], [-1.1, 1.0, 3.8], [-3.5, -1.3, -0.2], [0.9, -0.2, -2.2], [0.5, 1.3, 1.4], [0.3, 0.3, -1.8], [0.4, -0.6, -1.1], [-0.5, 0.4, 0.9], [-0.3, -0.1, 0.9], [1.4, -0.8, 0.4], [-0.9, -0.8, 0.9]],
  "total_charge": 1,
  "multiplicity": 3,
  "lumo_ev": [-4.02, -7.07],
  "total_energy_ha": -419.45801,
  "de_lowest_kcal_mol": 87.0,
  "max_force_ev_per_a": 4.38
}



{
  "formula": "C6H11N2O3P",
  "method": "ωB97M-V with the def2-TZVPD basis set",
  "species": ["C", "C", "H", "P", "H", "H", "H", "H", "O", "H", "C", "H", "H", "O", "C", "O", "C", "H", "H", "H", "N", "C", "N"],
  "coordinates": [[2.015157, -1.458634, -0.552369], [0.820273, -0.532642, 1.121953], [1.075621, 2.194808, -2.043246], [-0.380464, 1.678753, 0.537397], [1.186132, -3.574775, -0.169537], [-2.912312, 0.062384, 0.266397], [0.128873, -3.756760, 1.828262], [-0.353235, 1.595831, -2.970176], [-1.935227, 1.725846, 0.973700], [2.803464, -1.327961, -1.209817], [1.260780, -2.463463, 0.055812], [-0.103756, -2.331758, 3.021446], [1.276966, -0.003030, 1.981421], [-0.278413, 0.008561, 0.606482], [0.306551, -2.776283, 2.142335], [-0.842699, 1.841268, -1.030823], [-3.044051, 1.168839, 0.176484], [-4.102956, 1.489065, 0.599738], [0.609758, 0.578778, -2.011652], [-2.941960, 1.489947, -0.916795], [1.823854, -0.355927, 0.095726], [0.213232, 1.572948, -2.017512], [0.723528, -1.968847, 1.188145]],
  "forces_ev_per_a": [[-1.1, 1.5, 2.5], [3.8, 0.9, -0.7], [0.3, 1.2, 0.4], [-2.3, -0.5, -0.7], [0.2, 1.8, 0.4], [-0.5, 0.8, -0.3], [0.0, -1.4, 0.1], [0.6, 0.5, 0.3], [-1.3, 0.7, 0.6], [1.0, -1.0, -2.0], [0.1, -3.1, -1.6], [-0.2, 0.0, 0.4], [-0.8, -0.8, 0.4], [-2.6, 0.6, 0.1], [-0.7, 2.1, 0.5], [3.2, -0.3, -0.7], [-0.5, 0.0, -0.1], [2.6, -0.5, -0.6], [-0.1, -0.8, 0.8], [-0.3, -0.5, 1.8], [1.2, 1.7, -0.2], [-2.3, -0.5, -1.4], [-0.1, -2.4, 0.1]],
  "lumo_ev": [0.26, -0.04],
  "total_energy_ha": -911.70157,
  "de_lowest_kcal_mol": 97.5,
  "max_force_ev_per_a": 4.00
}